{
  "formula": "C26H35N4",
  "method": "ωB97M-V/def2-TZVPD",
  "species": ["N", "N", "N", "N", "C", "C", "C", "C", "C", "C", "C", "C", "C", "C", "C", "C", "C", "C", "C", "C", "C", "C", "C", "C", "C", "C", "C", "C", "C", "C", "H", "H", "H", "H", "H", "H", "H", "H", "H", "H", "H", "H", "H", "H", "H", "H", "H", "H", "H", "H", "H", "H", "H", "H", "H", "H", "H", "H", "H", "H", "H", "H", "H", "H", "H"],
  "coordinates": [[0.13704, 1.29100, -2.21088], [-4.98147, -1.57270, 1.22858], [5.03387, -1.56418, 1.32374], [-0.76423, 2.01232, -4.25769], [1.42425, 1.01623, -4.35134], [0.03801, 0.94416, 1.10471], [-1.80270, 2.73860, -2.18035], [-0.72465, 1.95579, -2.90232], [1.28332, 0.32567, 1.33749], [-6.22306, -0.84845, 1.31159], [0.17304, 1.33838, -5.13539], [-2.59444, -1.71013, 0.83025], [5.14460, -2.98644, 1.10360], [-5.14392, -2.99986, 1.08474], [4.98483, 1.24943, 1.00326], [-2.41632, 1.05096, 1.16675], [2.65961, -1.63915, 1.81814], [3.73029, 0.46353, 1.18843], [-1.36328, -1.10054, 0.76213], [-4.90387, 1.28027, 1.27907], [6.16911, 0.57778, 1.68618], [-3.77521, -0.96237, 1.07629], [1.06157, 0.45552, -2.99107], [1.43381, -1.01387, 1.82968], [3.83390, -0.93293, 1.45149], [2.48659, 1.05513, 1.10283], [6.28662, -0.86238, 1.23215], [-1.21257, 0.29940, 1.01527], [-6.05575, 0.52540, 1.92666], [-3.66370, 0.45727, 1.16828], [-6.65730, -0.74533, 0.30310], [-5.86087, 0.41869, 2.99838], [-6.91738, -1.45619, 1.90141], [-0.26408, 0.40925, -5.52052], [-1.34460, 3.29248, -1.35222], [-2.31665, 3.43942, -2.84471], [-5.22210, 1.61895, 0.28068], [7.09899, 1.09881, 1.45610], [2.73050, -2.68892, 2.10181], [-2.65427, -2.78748, 0.68825], [0.03927, 2.02800, 1.01019], [-5.98943, -3.31149, 1.70827], [-1.54356, 2.51278, -4.65808], [-6.98815, 1.07950, 1.80517], [-2.54825, 2.04877, -1.76021], [-4.69023, 2.17909, 1.86353], [4.84978, 2.25485, 1.41175], [7.02527, -1.40288, 1.83824], [4.15896, -3.44885, 1.03400], [-0.49053, -1.70368, 0.51581], [-2.34267, 2.12997, 1.33087], [0.57055, -1.55295, 2.21769], [5.20660, 1.36462, -0.06704], [5.68969, -3.18443, 0.16850], [1.94805, 0.35964, -2.35288], [5.70928, -3.45681, 1.92093], [2.00614, 1.93119, -4.21756], [-5.36519, -3.28295, 0.04487], [-4.25232, -3.53543, 1.41725], [6.02379, 0.60600, 2.77093], [0.63370, -0.55299, -3.16309], [0.40761, 1.98799, -5.97963], [2.41668, 2.11132, 0.83052], [6.64265, -0.89949, 0.18962], [2.03478, 0.29474, -4.89422]],
  "forces_ev_per_a": [[-0.48, 0.00, -0.49], [0.92, -0.01, -0.04], [-1.02, 0.07, 0.18], [-0.64, 0.35, -0.28], [0.38, 0.34, 0.13], [0.04, -0.50, 0.16], [0.13, -0.05, 0.05], [0.40, -0.31, 0.67], [0.10, -0.11, 0.24], [-0.56, 0.47, -0.28], [-0.14, -0.27, -0.01], [0.42, -0.13, -0.09], [0.03, -0.49, 0.22], [0.00, -0.45, -0.03], [0.46, 0.42, -0.34], [-0.14, -0.44, -0.05], [-0.52, -0.05, 0.07], [-0.65, 0.30, 0.24], [-0.23, 0.17, 0.31], [-0.45, 0.49, -0.07], [-0.11, -0.06, 0.17], [-0.23, -0.13, 0.14], [-0.12, -0.09, 0.49], [0.30, 0.02, -0.46], [0.32, -0.24, -0.43], [0.25, -0.40, 0.22], [0.58, 0.36, -0.35], [-0.26, -0.22, -0.12], [0.09, -0.06, 0.28], [0.63, 0.19, 0.02], [0.03, -0.08, 0.13], [-0.05, 0.00, -0.05], [0.07, 0.18, -0.09], [-0.03, 0.11, -0.05], [-0.15, -0.12, -0.21], [0.09, -0.04, 0.12], [0.14, -0.07, 0.14], [-0.06, 0.00, 0.07], [-0.08, 0.43, 0.17], [0.08, 0.39, -0.13], [0.01, -0.09, -0.07], [0.24, -0.01, -0.14], [0.26, -0.12, -0.07], [0.07, -0.02, 0.10], [0.22, 0.13, -0.12], [-0.02, 0.00, -0.13], [-0.02, -0.06, -0.12], [-0.11, 0.08, -0.07], [0.30, 0.03, -0.06], [-0.34, 0.22, -0.07], [-0.06, -0.30, -0.13], [0.30, 0.19, -0.10], [-0.04, 0.00, 0.12], [-0.15, 0.13, 0.18], [0.00, -0.28, -0.32], [-0.16, 0.02, -0.15], [0.06, -0.01, -0.03], [0.08, 0.03, 0.16], [-0.29, 0.04, 0.00], [0.05, 0.01, -0.05], [0.07, 0.31, 0.38], [-0.07, -0.05, -0.02], [0.03, -0.30, 0.03], [-0.01, 0.00, 0.14], [0.05, 0.09, -0.07]],
  "orbital_gap_ha": 0.2206,
  "charge": 1,
  "e_above_lowest_ev": 0.000,
  "spin_multiplicity": 1
}

{
  "formula": "C5H5N3",
  "method": "ωB97M-V/def2-TZVPD",
  "species": ["N", "N", "N", "C", "C", "C", "C", "C", "H", "H", "H", "H", "H"],
  "coordinates": [[1.07208, 0.27136, -2.68526], [-1.29608, 0.81219, 1.45791], [-0.59410, -0.36330, 1.69158], [-0.25730, 0.36159, -0.50878], [0.27879, -0.56775, 0.54005], [-1.21296, 1.12904, 0.13197], [0.42567, 0.54258, -1.73825], [1.26009, -1.58284, 0.38999], [2.28797, -1.02675, 0.70456], [-0.47073, -0.81158, 2.68754], [-1.66209, 2.21030, 0.13040], [1.58885, -2.18769, -0.70304], [1.01699, -2.52173, 1.04108]],
  "forces_ev_per_a": [[-1.52, 1.32, 2.14], [-0.77, -1.72, -0.43], [2.71, 0.71, -2.33], [2.00, -1.59, 2.64], [-5.36, 2.43, -0.99], [-0.63, 2.72, 4.64], [1.48, -2.10, -2.39], [4.50, -3.63, -0.63], [-2.00, -1.84, -0.46], [-0.39, 1.59, -2.85], [0.82, -2.35, -1.44], [-1.59, 2.53, 2.80], [0.75, 1.92, -0.69]],
  "orbital_gap_ha": 0.3545,
  "e_above_lowest_ev": 2.558,
  "spin_multiplicity": 1
}

{
  "formula": "C37H40F6N3O2P2S2SbV",
  "method": "ωB97M-V/def2-TZVPD",
  "species": ["Sb", "V", "S", "S", "P", "P", "F", "F", "F", "F", "F", "F", "O", "O", "N", "N", "N", "C", "C", "C", "C", "C", "C", "C", "C", "C", "C", "C", "C", "C", "C", "C", "C", "C", "C", "C", "C", "C", "C", "C", "C", "C", "C", "C", "C", "C", "C", "C", "C", "C", "C", "C", "C", "C", "H", "H", "H", "H", "H", "H", "H", "H", "H", "H", "H", "H", "H", "H", "H", "H", "H", "H", "H", "H", "H", "H", "H", "H", "H", "H", "H", "H", "H", "H", "H", "H", "H", "H", "H", "H", "H", "H", "H", "H"],
  "coordinates": [[-1.41993, -3.29230, -2.91636], [-0.26554, -2.85295, 0.39043], [-5.56089, 0.28529, 0.77671], [-4.25356, -2.01903, 0.70423], [-1.38316, 0.82212, 2.22889], [2.63061, -0.81006, -1.82995], [-0.15137, -4.67785, -3.19890], [-2.38065, -4.07522, -4.41230], [-1.29395, -1.42221, -0.21690], [-1.49583, -4.13111, -0.22771], [0.49930, -2.78934, -1.42963], [-0.57081, -2.00918, -4.08517], [0.88318, -4.17806, 1.21866], [-0.76391, -3.42604, 2.24038], [-3.85189, 2.23729, 1.23037], [0.00570, -4.40743, 2.09446], [1.09674, -1.36702, 1.19111], [5.84097, 2.49402, -1.75358], [0.69727, 2.44356, -1.29473], [-5.27056, -0.26479, 3.73384], [-1.65689, 1.80175, 4.89737], [-0.36241, -0.49235, 3.06748], [3.44526, -3.67121, -4.60057], [-4.98473, 1.20964, -0.67575], [2.14252, -0.13815, 2.79081], [2.85528, -1.69432, -3.36894], [2.70137, -1.70603, -5.76982], [2.43618, -1.27075, 0.88605], [3.95148, 1.38369, -0.76601], [3.04728, -1.82141, -0.36730], [5.79176, 1.61836, -2.82641], [3.89278, 0.50054, -1.84670], [-1.67228, 2.80773, 5.85036], [4.92136, 2.37169, -0.72085], [-1.49423, 4.13051, 5.46335], [3.11273, -0.53788, 1.83930], [4.82456, 0.62339, -2.87316], [-3.73818, 1.98909, -0.20193], [-0.37013, 1.38973, -3.29542], [0.85138, 1.37829, -2.37826], [-1.29314, 3.42555, 3.17491], [3.29511, -3.01212, -3.39005], [-4.29882, -2.18952, 2.56157], [2.55015, -1.04571, -4.56534], [-1.30052, 4.43805, 4.12559], [-3.19939, -1.36451, 2.04088], [-1.47625, 2.09678, 3.54500], [3.14925, -3.02017, -5.78612], [-4.22622, 0.99027, 1.79158], [-5.34462, -1.54648, 3.38181], [-4.22240, 0.66731, 3.25150], [1.00243, -0.02897, -1.76434], [0.95094, -0.68675, 2.37050], [-3.13543, 0.10445, 2.33392], [0.35867, -0.74895, -2.27021], [2.78148, -2.85681, -0.56496], [-2.24467, -1.85121, 1.93727], [-0.93445, -1.41260, 3.16442], [2.45148, -1.20361, -6.69418], [-0.13977, -0.16182, 4.08351], [2.29226, 0.45011, 3.68291], [0.43062, 3.40415, -1.73994], [-1.26796, 1.13735, -2.72326], [-6.14025, -2.17439, 3.75846], [3.24598, -3.54521, -6.72698], [-0.51403, 2.37730, -3.73705], [-1.81318, 2.56098, 6.89484], [-5.80491, 1.87071, -0.95486], [4.80673, -0.06073, -3.71052], [4.16962, -0.32094, 1.84049], [0.69265, -0.06029, -0.71687], [4.95721, 3.04565, 0.12508], [1.60739, 2.58789, -0.71482], [-0.09357, 2.15669, -0.59576], [6.50938, 1.70298, -3.63157], [-4.77934, 0.53314, -1.50416], [6.59666, 3.26771, -1.71845], [-3.61318, 2.92037, -0.75109], [-1.49686, 4.91732, 6.20653], [3.76368, -4.70375, -4.61053], [-0.28423, 0.65338, -4.09588], [-6.01585, 0.14062, 4.40748], [-3.95694, 1.47455, 3.92137], [1.73267, 1.62324, -2.98082], [3.49464, -3.54241, -2.47065], [4.13321, -1.73211, -0.29166], [2.18501, -0.02513, -4.55950], [-1.77906, 0.77093, 5.21264], [-4.06742, -3.22130, 2.80270], [-2.84622, 1.37666, -0.35283], [-1.14850, 5.46558, 3.82188], [-4.51540, 2.97058, 1.45626], [3.25110, 1.28791, 0.05252], [-1.14253, 3.66523, 2.12938]],
  "forces_ev_per_a": [[0.17, -0.28, 0.21], [0.05, 1.94, -2.48], [-0.12, 0.09, -0.07], [0.08, -0.10, -0.03], [-0.16, 0.09, -0.30], [0.13, 0.41, 0.00], [0.08, 0.02, -0.02], [-0.15, 0.14, -0.05], [-0.69, 0.43, 0.40], [0.09, 0.09, 0.13], [0.16, -0.06, -0.11], [0.19, 0.07, -0.03], [0.20, -1.00, 0.27], [-0.63, -0.39, 0.50], [-0.04, -0.05, 0.07], [0.70, -0.62, 1.33], [0.38, -0.27, 0.15], [-0.02, -0.01, 0.01], [-0.03, 0.02, 0.01], [0.06, 0.09, 0.07], [0.02, 0.00, 0.02], [0.00, 0.03, 0.13], [-0.04, 0.00, 0.00], [-0.04, 0.02, 0.00], [0.32, -0.15, -0.11], [-0.16, -0.18, -0.01], [-0.01, -0.02, 0.00], [-0.07, 0.02, -0.07], [-0.03, 0.03, 0.00], [-0.14, 0.01, 0.01], [0.00, 0.00, 0.00], [-0.06, 0.00, 0.11], [0.00, 0.01, -0.02], [0.01, 0.00, -0.01], [0.00, 0.01, 0.00], [-0.18, 0.14, 0.11], [0.04, -0.05, -0.03], [0.11, -0.01, 0.00], [-0.03, -0.02, -0.03], [-0.01, -0.01, -0.01], [-0.04, 0.01, -0.02], [-0.02, 0.01, 0.02], [-0.06, 0.01, 0.01], [-0.05, 0.05, 0.01], [-0.02, 0.00, 0.02], [0.05, 0.08, -0.03], [0.11, -0.02, 0.10], [-0.01, -0.02, -0.02], [0.10, 0.17, 0.08], [0.07, -0.06, -0.06], [-0.13, -0.14, 0.04], [0.01, -0.11, -0.04], [-0.43, 0.06, -0.06], [0.13, -0.24, -0.11], [0.04, 0.04, 0.02], [-0.14, -0.05, -0.02], [-0.02, -0.04, 0.04], [0.18, -0.03, 0.03], [-0.01, 0.00, -0.01], [-0.06, 0.00, -0.04], [0.01, -0.01, 0.03], [0.02, 0.03, -0.01], [0.01, -0.01, 0.01], [-0.02, -0.01, -0.01], [0.01, 0.00, -0.01], [0.00, 0.02, -0.02], [0.00, 0.00, 0.01], [0.01, -0.01, -0.04], [0.00, 0.00, 0.00], [0.04, 0.02, -0.01], [-0.01, 0.04, -0.01], [0.00, 0.01, 0.00], [0.02, -0.03, 0.01], [-0.02, -0.01, -0.02], [0.01, 0.00, -0.01], [0.04, -0.03, 0.02], [0.01, 0.01, 0.00], [-0.04, 0.01, 0.01], [0.00, 0.00, 0.00], [0.02, -0.03, 0.00], [0.01, -0.02, 0.02], [0.00, 0.02, 0.00], [0.06, 0.03, -0.03], [0.00, 0.05, 0.00], [0.01, -0.01, 0.04], [-0.01, -0.15, 0.02], [-0.01, -0.01, 0.02], [-0.03, 0.01, 0.00], [0.00, 0.01, -0.02], [0.00, -0.02, -0.03], [0.00, 0.01, -0.01], [-0.01, -0.01, -0.05], [-0.02, -0.02, 0.00], [0.01, -0.01, -0.02]],
  "orbital_gap_ha": [0.2535, 0.1665],
  "s2": 3.7624,
  "spin_multiplicity": 4
}

{
  "formula": "ClFN2O2",
  "method": "ωB97M-V/def2-TZVPD",
  "species": ["Cl", "F", "O", "O", "N", "N"],
  "coordinates": [[2.42538, 0.17893, -0.31420], [-2.11106, 0.37903, -0.54053], [-0.25013, -1.36999, -0.10439], [1.04160, 0.28195, 0.72245], [-0.95167, 0.74269, 0.07830], [-0.15412, -0.21261, 0.15836]],
  "forces_ev_per_a": [[-1.31, -0.15, 0.39], [0.32, -0.89, 0.40], [0.01, -0.73, -0.36], [0.94, 0.38, 0.48], [-0.01, 2.20, -0.13], [0.05, -0.82, -0.78]],
  "orbital_gap_ha": 0.3502,
  "e_above_lowest_ev": 0.805,
  "spin_multiplicity": 1
}

{
  "formula": "C2H3NOS3",
  "method": "ωB97M-V/def2-TZVPD",
  "species": ["S", "S", "S", "O", "N", "C", "C", "H", "H", "H"],
  "coordinates": [[1.88047, 1.15594, 0.94557], [1.56640, -0.84622, 1.30988], [1.00717, -0.18114, -1.70167], [-1.13821, 1.42252, 1.11821], [-1.62947, -0.50589, -0.02602], [-0.85708, 0.46915, 0.46844], [0.72324, 0.12144, 0.03728], [-2.63195, -0.47932, 0.08078], [2.30957, 0.08554, -1.64978], [-1.23015, -1.24202, -0.58270]],
  "forces_ev_per_a": [[-0.06, 0.20, -0.34], [-0.13, -0.41, -0.08], [-0.46, 0.01, -0.05], [-0.45, 0.34, 0.28], [-0.89, -0.25, -0.14], [2.85, -1.05, -1.20], [-1.17, 1.14, 1.37], [0.09, 0.07, 0.05], [0.26, -0.06, 0.03], [-0.04, 0.03, 0.07]],
  "orbital_gap_ha": 0.3082,
  "e_above_lowest_ev": 0.000,
  "spin_multiplicity": 1
}

{
  "formula": "C16H35NOP2SiSn",
  "method": "ωB97M-V/def2-TZVPD",
  "species": ["Sn", "P", "P", "Si", "O", "N", "C", "C", "C", "C", "C", "C", "C", "C", "C", "C", "C", "C", "C", "C", "C", "C", "H", "H", "H", "H", "H", "H", "H", "H", "H", "H", "H", "H", "H", "H", "H", "H", "H", "H", "H", "H", "H", "H", "H", "H", "H", "H", "H", "H", "H", "H", "H", "H", "H", "H", "H"],
  "coordinates": [[0.06389, -0.33572, -0.17184], [2.70341, -0.52522, -0.14756], [-2.53542, 0.00512, -0.06678], [-0.24083, -2.94114, -0.82088], [-0.19929, 1.29306, -1.52169], [0.28229, -0.32201, 1.89405], [-0.56654, 1.18064, 5.67754], [0.42742, 1.51280, -2.77367], [0.02318, 0.19103, 3.06417], [3.28660, -1.51108, 1.26818], [-0.24417, -3.00080, -2.70623], [0.06868, -0.06820, 5.52687], [-0.58886, 1.48698, 3.27375], [-3.35575, -0.83809, 1.31213], [3.38108, -1.29837, -1.65004], [3.56195, 1.08034, 0.00908], [0.74254, 2.99351, -2.97499], [-3.28763, -0.57580, -1.61655], [0.33897, -0.55856, 4.26077], [-0.37026, 0.99296, -3.95826], [-0.89890, 1.93977, 4.54188], [-3.06845, 1.74756, 0.02691], [3.30924, 1.53779, 0.97496], [-2.74280, 2.19720, 0.97390], [1.77707, 3.20839, -2.69713], [1.38700, 0.95641, -2.74327], [0.79722, -1.53031, 4.08481], [-2.83813, -0.04685, -2.46773], [0.20008, 1.17332, -4.87860], [-2.63337, 2.30658, -0.81251], [-4.44132, -0.73400, 1.18085], [-0.17851, -4.06469, -2.99261], [0.64469, 3.26952, -4.03238], [-3.04972, -0.37483, 2.25912], [-0.57648, -0.08297, -3.91651], [-4.36013, -0.34645, -1.56540], [0.86310, -3.83110, -0.34650], [-0.79318, 2.07012, 2.36813], [4.47656, -1.28415, -1.59131], [-1.40078, 2.89825, 4.65724], [3.05536, -0.73541, -2.53443], [3.02691, -2.33212, -1.72955], [-1.53771, -3.51672, -0.34449], [3.24941, 1.75047, -0.80293], [0.07559, 3.64008, -2.39225], [-1.16958, -2.58010, -3.12481], [4.37151, -1.65201, 1.17887], [0.34586, -0.64569, 6.40394], [4.64670, 0.91744, -0.04693], [3.06472, -0.98063, 2.20254], [2.79513, -2.49133, 1.27282], [-4.16645, 1.76881, -0.03439], [-3.07585, -1.89741, 1.31726], [-1.31740, 1.54415, -4.05276], [-0.79870, 1.55905, 6.67271], [-3.13779, -1.65359, -1.73649], [0.60781, -2.46604, -3.15105]],
  "forces_ev_per_a": [[-0.44, 0.16, 2.29], [-0.30, 0.48, 0.20], [0.44, 0.56, -0.09], [0.10, 0.86, -0.32], [-0.04, -0.70, 0.28], [1.02, -1.55, -3.50], [-0.04, 0.02, 0.11], [0.50, -0.62, 0.54], [-0.90, 1.45, 1.35], [0.27, -0.04, -0.13], [0.00, -0.48, -0.16], [-0.31, 0.64, -0.52], [0.20, -0.71, -0.26], [-0.34, 0.03, -0.16], [0.38, 0.07, 0.07], [0.14, -0.14, -0.08], [0.18, 0.30, -0.13], [-0.44, 0.07, 0.12], [-0.05, 0.29, -0.48], [-0.22, -0.04, -0.28], [0.25, -0.39, 0.35], [-0.25, -0.08, -0.01], [-0.02, -0.15, -0.28], [-0.06, -0.17, -0.25], [-0.12, 0.13, 0.17], [-0.07, 0.17, -0.32], [-0.04, 0.10, 0.22], [-0.06, -0.11, 0.29], [-0.11, -0.05, 0.12], [-0.07, -0.23, 0.26], [0.15, -0.14, 0.19], [-0.06, 0.41, -0.17], [0.00, -0.01, 0.19], [0.05, -0.11, -0.25], [-0.02, 0.14, 0.20], [0.12, -0.20, -0.26], [-0.10, 0.25, 0.07], [0.00, -0.06, 0.36], [-0.15, -0.14, -0.18], [0.11, -0.08, 0.05], [0.08, -0.14, 0.22], [0.07, 0.17, 0.01], [0.20, 0.19, 0.05], [0.06, -0.17, 0.23], [0.09, -0.27, -0.06], [0.25, -0.11, 0.10], [-0.11, -0.03, 0.02], [-0.07, 0.02, -0.06], [-0.19, 0.13, 0.04], [-0.17, -0.15, -0.32], [0.03, 0.29, 0.05], [0.22, 0.16, 0.05], [-0.07, 0.22, 0.04], [0.14, -0.17, 0.08], [0.05, -0.08, -0.23], [-0.08, 0.15, 0.02], [-0.21, -0.16, 0.15]],
  "orbital_gap_ha": 0.2063,
  "e_above_lowest_ev": 0.000,
  "spin_multiplicity": 1
}

Short version: maximum force = 0.0201 0.1161 0.0611 0.0429 0.0635 0.0771 hartree/bohr, in the order given.